(1)
C2H3FeO2 as an isolated structure. Source: the OMol25 dataset; level of theory: wB97M-V/def2-TZVPD.

```
! RIJCOSX wB97M-V def2-TZVPD def2/J DEFGRID3
* xyz 2 6
C -0.0246 0.1521 0.7592
C 1.0226 0.2230 -0.1017
O 0.9163 -0.2438 -1.3475
O -1.2046 -0.3252 0.1781
H 2.0248 0.3453 0.3322
H -1.9638 -0.2312 0.7620
Fe -0.7719 -1.1407 -1.7606
H 0.0011 1.2204 1.1783
*
```

As for the energy relative to the best compared isomer or geometry (same formula, charge and spin): 0.12 kcal per mole. As for the frontier orbital gap (spin up / spin down): 9.155 / 9.403 eV.

***

(2)
A 2-piece molecular cluster, C5H11NO3S overall. Source: the OMol25 dataset; level of theory: wB97M-V/def2-TZVPD.

```
! RIJCOSX wB97M-V def2-TZVPD def2/J DEFGRID3
* xyz 0 1
C 0.2092 2.5828 -0.5423
C 1.1195 2.2461 -1.4331
C 0.4644 -2.1429 0.4900
C -0.9154 -0.9594 2.1333
C -1.1597 -0.7425 -0.3757
N -0.6680 -1.2396 0.7090
O -2.4841 1.3283 -1.4176
O -3.7111 -0.6162 -0.6647
O -2.7556 0.9548 1.0376
S -2.6183 0.1905 -0.2296
H -0.6248 3.2343 -0.9671
H 0.1477 2.0637 0.4306
H 1.1648 2.5796 -2.4583
H 1.0103 -2.1768 1.3764
H 0.0813 -3.1393 0.1809
H 1.0461 -1.7486 -0.2577
H -0.0008 -0.7532 2.5889
H -1.6432 -0.1273 2.1167
H -1.3865 -1.9343 2.4529
H 1.9892 1.6426 -1.3446
H -2.9068 2.1597 -1.1776
*
```

As for the energy relative to the best compared isomer or geometry (same formula, charge and spin): 102.67 kcal per mole. As for the frontier orbital gap: 9.347 eV.

***

(3)
C29H23F2N5O3Tl as an isolated structure. Source: the OMol25 dataset; level of theory: wB97M-V/def2-TZVPD.

```
! RIJCOSX wB97M-V def2-TZVPD def2/J DEFGRID3
* xyz 1 1
Tl 1.1201 -1.6711 0.8763
O -1.7477 4.4873 3.5701
C -1.8649 3.3490 4.4094
C -1.5006 2.1262 3.6248
C -2.1780 0.9801 3.7573
C -1.6643 -0.2843 3.2175
N -0.6481 -0.3689 2.4566
C -0.0658 0.8715 2.0052
C -0.2584 2.1876 2.7891
C -0.4824 1.1447 -0.5941
C -0.7773 2.0224 -1.6286
C -0.5239 1.6529 -2.9378
C -0.7981 2.5950 -4.0851
O -1.6127 3.6897 -3.7330
C 0.0259 0.3934 -3.1645
C 0.2999 -0.4194 -2.0870
N 0.0565 -0.0581 -0.8178
H -1.8915 5.2802 4.0960
H -2.8756 3.2429 4.8121
H -1.1683 3.4226 5.2550
H -3.0689 0.9341 4.3703
H -2.1499 -1.2100 3.5104
H 0.5910 2.5398 3.3783
H -1.2044 2.9942 -1.4166
H -1.2084 2.0339 -4.9299
H 0.1544 3.0144 -4.4161
H -2.5348 3.4132 -3.7270
H 0.2422 0.0472 -4.1671
H 0.7269 -1.4052 -2.2317
F 6.3481 -2.0199 -0.7128
C 5.3656 -1.2359 -0.2728
C 4.1183 -1.7987 -0.0333
C 3.1094 -0.9656 0.4064
C 3.3088 0.4050 0.6252
C 4.5873 0.8913 0.3816
F 4.8617 2.1824 0.6202
C 5.6267 0.1004 -0.0661
C 2.1601 1.2371 1.0913
C 2.0356 2.6576 0.7447
C 0.9166 3.3793 0.8846
C -0.4092 2.9071 1.4038
C -0.8135 1.5236 0.8192
N 1.2812 0.5391 1.6983
H 3.9759 -2.8552 -0.2117
H 6.6093 0.5175 -0.2329
H 2.9072 3.1308 0.3202
H 0.9624 4.4134 0.5620
H -1.1571 3.6907 1.3611
H -1.8815 1.3747 0.9908
O -1.6364 -2.8177 0.7719
N -0.5125 -2.8701 0.2794
N -0.1311 -3.5420 -0.7268
C -1.1533 -4.3429 -1.3460
C -1.3455 -5.6478 -0.9196
C -2.2921 -6.4357 -1.5570
C -3.0343 -5.9233 -2.6117
C -2.8285 -4.6182 -3.0343
C -1.8837 -3.8225 -2.4032
H -0.7550 -6.0404 -0.1022
H -2.4476 -7.4552 -1.2299
H -3.7694 -6.5428 -3.1076
H -3.4037 -4.2188 -3.8593
H -1.7125 -2.8027 -2.7254
*
```

As for the energy relative to the best compared isomer or geometry (same formula, charge and spin): 68.93 kcal per mole. As for the frontier orbital gap: 7.429 eV.

***

(4)
A 2-piece molecular cluster, C8H19NO overall. Source: the OMol25 dataset; level of theory: wB97M-V/def2-TZVPD.

```
! RIJCOSX wB97M-V def2-TZVPD def2/J DEFGRID3
* xyz 1 2
C 0.0398 0.4049 -0.9152
C -0.0547 -0.3967 -2.2541
C 1.8610 1.7152 -1.5896
C 1.5083 -0.4636 1.5853
C 2.2065 0.2043 0.4418
O 3.3895 0.5283 0.4753
N 1.5284 0.6302 -0.6837
H -0.5320 1.3233 -0.7740
H -0.3106 -0.2017 -0.0578
H -0.2514 -1.4385 -1.9519
H 0.8525 -0.1363 -2.9025
H 1.2069 2.6404 -1.4611
H 2.1190 -1.0981 2.2300
H -0.9343 -0.1687 -2.7650
H 2.8730 1.9887 -1.2801
H 1.8118 1.3432 -2.6077
H 1.2047 0.3187 2.2970
H 0.5472 -0.9290 1.4377
C -3.2932 -0.3326 1.1770
C -3.6569 -0.8628 -0.2026
C -2.3102 -1.1168 1.9716
H -3.1341 0.7673 1.2768
H -4.2948 -0.3976 1.6994
H -3.6448 -1.9703 -0.0930
H -2.9380 -0.6457 -0.9854
H -2.5434 -2.1708 2.2302
H -1.3736 -1.3295 1.3721
H -4.6828 -0.5366 -0.4235
H -1.9434 -0.7980 2.9506
*
```

As for the energy relative to the best compared isomer or geometry (same formula, charge and spin): 23.23 kcal per mole. As for the frontier orbital gap (spin up / spin down): 10.506 / 5.564 eV.

***

(5)
C18H54BeN3O11 as an isolated structure. Source: the OMol25 dataset; level of theory: wB97M-V/def2-TZVPD.

```
! RIJCOSX wB97M-V def2-TZVPD def2/J DEFGRID3
* xyz 1 1
Be -12.0401 14.4524 15.6016
O -11.3010 15.1954 19.7730
C -11.7372 14.9567 18.5318
O -11.8387 15.9055 17.7152
O -11.9723 13.8041 18.1138
H -11.2316 14.2809 20.1315
C -8.2196 15.3627 14.1629
C -8.8393 15.7810 15.4695
C -8.1206 16.9663 16.1414
O -8.7150 17.3432 17.3527
C -8.4178 16.5055 18.4507
N -10.2736 16.1219 15.3911
H -8.5024 15.9709 13.2987
H -8.5451 14.3623 13.8549
H -7.1360 15.2524 14.1860
H -8.7017 14.9297 16.1432
H -8.1432 17.8271 15.4691
H -7.0734 16.6626 16.2528
H -7.3743 16.5877 18.7666
H -8.7170 15.4617 18.3063
H -9.0176 16.8350 19.3007
H -10.4226 16.5660 16.3050
H -10.4794 16.7899 14.6538
C -14.3698 11.2325 14.1653
C -14.0418 12.6069 14.7495
C -14.7321 12.8567 16.0690
O -14.3063 14.1385 16.3353
C -15.0338 14.7373 17.4112
N -12.5621 12.5940 15.0543
H -14.0468 11.1703 13.1273
H -15.4507 11.0735 14.1916
H -13.9499 10.4326 14.7775
H -14.2404 13.3816 14.0103
H -14.4949 12.1114 16.8351
H -15.8050 12.7545 15.8703
H -14.6114 15.7155 17.6257
H -15.0317 14.1363 18.3217
H -16.0740 14.8836 17.1124
H -12.5050 12.0037 15.8981
H -12.1852 12.0026 14.3162
C -8.5090 15.4274 21.9877
C -9.2342 15.1657 23.3301
C -8.7938 16.2227 24.3187
O -7.4101 16.0880 24.6057
C -6.8650 17.1726 25.2982
N -10.6791 15.2584 23.1191
H -9.0171 14.8314 21.2235
H -7.4645 15.1135 22.0127
H -8.6146 16.4758 21.7003
H -8.8218 14.2096 23.6642
H -9.3132 16.1867 25.2828
H -8.9672 17.2155 23.8783
H -6.0156 16.8321 25.8961
H -7.5443 17.6072 26.0397
H -6.4561 17.9503 24.6446
H -10.8778 16.1225 22.6116
H -10.8940 14.5662 22.4039
C -8.0108 12.6799 18.5611
O -7.9311 11.9871 17.3191
H -9.0180 12.9821 18.8584
H -7.6137 12.1262 19.4149
H -7.4337 13.6073 18.4768
H -7.1339 11.4567 17.4145
C -11.9844 18.6861 20.6112
O -11.4459 17.4987 21.1845
H -12.0119 19.5302 21.2928
H -11.4419 18.9405 19.6968
H -13.0167 18.4546 20.3270
H -11.4493 16.7933 20.5200
C -11.0640 10.3340 18.0109
O -12.1472 11.1553 17.5767
H -10.1322 10.8430 17.7422
H -11.0172 10.1563 19.0860
H -11.1267 9.4053 17.4511
H -12.1757 11.9613 18.0846
C -11.7827 19.1671 16.6269
O -12.9385 18.5128 17.0802
H -11.7476 20.2436 16.7907
H -10.8966 18.7752 17.1443
H -11.5456 19.0371 15.5586
H -12.6773 17.6128 17.3097
C -9.9900 11.8146 21.7317
O -10.8646 12.8618 21.3035
H -9.7237 11.9518 22.7814
H -10.4952 10.8457 21.7072
H -9.1217 11.8004 21.0848
H -11.6757 12.7828 21.8198
*
```

As for the frontier orbital gap: 6.450 eV.

***

(6)
One molecule with the formula C2H4N2O3. Source: the OMol25 dataset; level of theory: wB97M-V/def2-TZVPD.

```
! RIJCOSX wB97M-V def2-TZVPD def2/J DEFGRID3
* xyz 0 1
H 0.1249 0.1799 -2.2400
N -0.2278 -0.5245 -1.5941
C -0.1999 -0.1535 -0.3913
N 0.0328 1.0961 0.1288
O 0.9066 1.9564 -0.6952
C -0.6258 -1.1408 0.6831
O -1.7604 -1.3642 0.9897
O 0.4385 -1.6830 1.2780
H 0.8096 1.2637 0.8330
H 0.3455 2.7134 -0.9250
H 0.1560 -2.3434 1.9330
*
```

As for the energy relative to the best compared isomer or geometry (same formula, charge and spin): 78.01 kcal per mole. As for the frontier orbital gap: 10.877 eV. Its SMILES is [H]/N=C(\NO)C(=O)O.

***

(7)
A 35-piece molecular cluster, C10H86N4O37S overall. Source: the OMol25 dataset; level of theory: wB97M-V/def2-TZVPD.

```
! RIJCOSX wB97M-V def2-TZVPD def2/J DEFGRID3
* xyz 0 1
N 0.2692 4.2163 0.2888
N -0.7882 3.2870 0.0323
C -0.5739 2.5414 -1.2288
C 0.6976 1.7017 -1.1469
C 1.9033 2.2731 -1.9291
C 3.1717 2.5491 -1.1253
C 3.5811 1.4497 -0.1429
C 4.9867 1.7252 0.3802
C 5.4452 0.8195 1.5160
S 5.4642 -0.9511 1.1359
C 3.7657 -1.3543 1.2446
N 3.0494 -2.2247 0.6314
N 1.7701 -2.0249 1.1167
C 1.7903 -1.0777 1.9577
O 3.0470 -0.6035 2.1063
C -1.1269 2.3207 1.2088
O -0.7414 2.6732 2.3274
O -1.7559 1.3205 0.8791
H 1.0502 3.6977 0.6729
H -0.0532 4.8575 1.0046
H -1.6466 3.8391 -0.0787
H -0.5666 3.2150 -2.0734
H -1.4231 1.8849 -1.3503
H 0.4516 0.7688 -1.6436
H 0.9139 1.4544 -0.1071
H 1.6000 3.2309 -2.3452
H 2.1097 1.6320 -2.7745
H 3.9769 2.6553 -1.8528
H 3.1183 3.4798 -0.5568
H 2.8508 1.4279 0.6646
H 3.5643 0.4841 -0.6542
H 4.9916 2.7335 0.8017
H 5.6750 1.7114 -0.4624
H 6.4798 1.0670 1.7365
H 4.8986 1.0051 2.4316
H 0.9848 -0.6378 2.5155
O 0.8034 5.0408 3.0805
H 0.4724 4.1591 2.8458
H 0.8546 5.0293 4.0447
O 3.2488 2.9146 -4.4404
H 3.2240 3.7466 -4.9244
H 3.0845 2.2460 -5.1134
O -1.2119 -2.2390 0.0347
H -0.3568 -2.4908 0.4195
H -1.4574 -1.4373 0.5146
O -2.9476 0.8082 -2.5761
H -3.9072 0.9289 -2.5507
H -2.8350 -0.0225 -3.0501
O 0.3897 4.9120 6.0884
H -0.2365 4.7200 6.7921
H 0.3029 5.8689 5.9728
O -0.7729 7.6665 5.7618
H -1.7319 7.6154 5.6746
H -0.5134 8.4716 5.3034
O -2.8911 -1.7869 -4.5297
H -2.2130 -1.9522 -3.8620
H -2.5238 -2.1968 -5.3252
O -4.7170 -3.2577 -2.6061
H -4.1213 -2.7395 -3.1642
H -4.2729 -3.3109 -1.7484
O -1.4615 -4.8551 1.9363
H -1.3557 -4.0638 1.3992
H -1.7105 -5.5323 1.2888
O -0.5796 -1.6077 -6.3723
H -0.0441 -2.0498 -7.0399
H 0.0470 -1.0295 -5.9257
O -6.8182 -4.7924 -0.8652
H -6.2623 -4.3128 -1.4898
H -6.2956 -4.7624 -0.0557
O 1.2444 -0.5487 -8.5776
H 0.8078 -0.8283 -9.3875
H 1.2370 0.4136 -8.6400
O -3.4215 4.1084 -0.7926
H -3.9594 4.3611 -0.0349
H -4.0525 3.7355 -1.4276
O -1.6390 -4.3840 -1.9711
H -1.2689 -3.8028 -1.2971
H -0.9124 -4.5356 -2.5853
O -4.4748 -3.7501 0.6230
H -3.5562 -3.9269 0.8542
H -4.6580 -2.8865 1.0133
O -3.2117 -6.7974 -3.0994
H -2.7255 -5.9712 -3.0010
H -3.3624 -7.0810 -2.1913
O -5.2745 3.1307 -2.8140
H -5.5708 3.4692 -3.6647
H -5.9564 2.5032 -2.5408
O -9.3236 -3.1894 -0.4572
H -8.6664 -3.8384 -0.7527
H -9.4291 -3.3738 0.4800
O 6.6071 1.3558 4.2729
H 7.0571 2.1954 4.4199
H 6.4699 1.0066 5.1615
O -2.8702 6.1326 6.9560
H -3.1884 5.2608 6.7022
H -2.8140 6.1018 7.9203
O -2.0450 3.1474 -3.7241
H -2.6034 3.4345 -2.9962
H -2.6722 2.8197 -4.3761
O 7.4069 -1.7610 4.6444
H 6.9881 -1.9425 3.7944
H 7.4715 -0.8001 4.6714
O 1.2041 -1.1514 -2.1110
H 1.9530 -1.6551 -2.4503
H 0.9770 -1.5950 -1.2847
O -5.9265 0.8273 -1.2400
H -5.3204 1.1168 -0.5511
H -6.1727 -0.0590 -0.9548
O 5.9584 -4.2072 6.0197
H 5.0060 -4.1591 5.8693
H 6.3236 -3.5080 5.4588
O -3.7291 -0.3250 -6.9986
H -2.8937 -0.5473 -7.4237
H -3.7016 -0.8165 -6.1687
O 8.0749 -5.9285 4.7191
H 7.5472 -5.5151 5.4142
H 7.4270 -6.1973 4.0614
O 4.0526 -3.2880 7.9790
H 4.8759 -3.5691 7.5556
H 3.9996 -3.8103 8.7848
O -3.1927 6.5024 9.9668
H -2.8113 7.3471 10.2280
H -3.2469 5.9961 10.7834
O 1.5216 1.7477 -10.5254
H 1.0791 1.4710 -11.3345
H 1.5051 2.7097 -10.5626
O 5.9314 -0.4676 -2.1553
H 6.5984 -1.0927 -2.4561
H 5.6589 -0.7994 -1.2882
O -3.9138 -0.7150 -0.0312
H -3.3778 -1.1800 -0.6818
H -3.2909 -0.1195 0.4143
O 1.0965 -5.0755 0.1781
H 1.5735 -4.2523 0.3235
H 0.9227 -5.4191 1.0614
O -2.6008 -7.2886 0.3297
H -1.9135 -7.9018 0.0464
H -2.9487 -7.6695 1.1438
*
```

As for the frontier orbital gap: 9.472 eV.

***

(8)
C17H18BBrN6O2Pd as an isolated structure. Source: the OMol25 dataset; level of theory: wB97M-V/def2-TZVPD.

```
! RIJCOSX wB97M-V def2-TZVPD def2/J DEFGRID3
* xyz 2 5
H 1.8052 1.0326 1.4046
N 1.1759 -0.8297 0.5835
B 1.0702 -3.2326 -0.0956
N 1.6490 -2.1019 0.7852
C 2.6601 -2.1161 1.6984
Pd -0.6406 -0.4133 -1.0546
H 3.1613 -3.0501 1.9652
C 2.8545 -0.7930 2.1149
H 3.5689 -0.4239 2.8398
C 1.9096 -0.0366 1.3743
H 1.5994 -4.2846 0.0803
C -1.8419 0.8599 -1.8168
H -1.5928 1.9314 -1.9567
H -2.7903 0.7308 -1.1968
H -1.9071 0.3344 -2.8543
N 1.2695 -2.6880 -1.5491
N -0.4321 -3.3088 0.3330
N 0.7050 -1.4493 -1.9354
N -1.2376 -2.2512 -0.0491
C 1.9249 -3.1751 -2.6078
C -1.2376 -4.2335 0.8534
H 2.3800 -4.1439 -2.5097
H -0.8454 -5.2201 1.0340
C 1.8624 -2.2626 -3.6389
C -2.5041 -3.6783 1.0394
C 1.1348 -1.1815 -3.1934
C -2.4742 -2.3865 0.5462
H 2.2781 -2.3657 -4.6239
H -3.3618 -4.2000 1.4352
H 0.8149 -0.2346 -3.6544
H -3.2061 -1.5778 0.5919
H -0.8472 -2.1069 -1.0418
Br 2.3417 3.6954 0.8689
C 0.5551 4.2831 1.0236
C 0.3042 5.6390 1.2938
C -1.0071 6.0905 1.4981
C -2.0622 5.1728 1.4617
C -1.8100 3.8256 1.1922
C -0.5170 3.3819 0.9064
C -0.3435 1.9261 0.4615
O -1.0313 1.0444 1.0654
O 0.4387 1.7258 -0.5266
H 1.1291 6.3431 1.3392
H -1.2002 7.1469 1.6898
H -3.0892 5.4941 1.6377
H -2.6131 3.0880 1.1875
*
```

As for the frontier orbital gap (spin up / spin down): 8.565 / 4.398 eV.

***

Here are the calculated E_tot numbers, same order: -1491.3234; -875.6114; -1990.2269; -445.8297; -1724.5556; -413.7674; -3833.7062; -3863.5491 (Eh).